A single C5H10O molecule. Source: OMol25; level of theory: wB97M-V/def2-TZVPD.

The total energy comes out at -7389.78957 eV. The calculation puts the frontier orbital gap at 0.375 Ha. As for the energy relative to the best compared isomer or geometry (same formula, charge and spin): 114.7 kcal per mole. As for the HOMO energy: -9.425 eV. For the LUMO energy, the calculation gives 0.8 eV.

Geometry as XYZ:
```
16
C5H10O, DFT wB97M-V/def2-TZVPD
C -1.618 0.245 -1.177
C -0.629 -0.524 -0.365
C 0.077 0.242 0.756
C 1.325 0.932 0.397
C 1.429 -0.255 1.073
H -1.971 -0.050 -2.317
H -2.810 0.670 -0.745
H -1.225 1.288 -1.420
H 0.478 -0.556 -0.758
H -0.220 -2.614 -0.154
H -0.401 0.442 1.799
H 1.493 1.325 -0.685
H 1.401 1.792 1.012
H 1.680 0.057 2.050
H 1.937 -1.177 0.659
O -0.946 -1.819 -0.125
```

Löwdin atomic charge list, values in e, 6 entries:
1 C -0.086
2 C -0.520
3 C -0.270
4 C -0.210
5 C -0.194
6 H 0.111